Record 1
C57H52CaN11O4PS2 | the ωB97M-V functional and the def2-TZVPD basis

Computed properties:
Total charge: 0
HOMO level, eV: -6.7519
Kohn-Sham gap, eV: 6.76
E, a.u.: -4922.03158

CARTESIAN COORDINATES (ANGSTROEM)
1 Ca 0.846 0.443 -0.317
2 C -3.959 -0.242 -3.515
3 N -3.017 0.587 -2.795
4 C -2.172 0.265 -1.821
5 N -1.178 1.136 -1.700
6 C -1.416 2.115 -2.619
7 C -2.485 1.743 -3.362
8 C -3.162 2.393 -4.500
9 C -3.935 3.486 -4.279
10 C -4.738 4.009 -5.338
11 C -4.687 3.517 -6.574
12 C -3.882 2.379 -6.782
13 C -3.104 1.808 -5.815
14 C -0.717 3.411 -2.549
15 C -0.640 3.933 -1.246
16 C -0.057 5.152 -0.953
17 C 0.497 5.902 -1.987
18 C 0.469 5.360 -3.248
19 C -0.174 4.134 -3.576
20 P -2.512 -1.174 -0.725
21 C -2.114 -0.413 0.913
22 N -1.045 0.308 1.263
23 C -1.219 0.682 2.610
24 C -2.429 0.233 2.934
25 N -2.976 -0.473 1.969
26 C -4.339 -0.932 1.902
27 C -2.922 0.106 4.374
28 C -2.825 -1.005 5.182
29 C -3.416 -0.967 6.422
30 C -3.945 0.175 6.984
31 C -3.881 1.363 6.252
32 C -3.319 1.297 4.983
33 C -0.146 1.260 3.462
34 C 0.392 2.464 3.168
35 C 1.610 3.022 3.933
36 C 2.263 1.953 4.822
37 C 1.518 0.727 5.210
38 C 0.396 0.410 4.570
39 C -1.022 -2.247 -0.858
40 N 0.227 -1.818 -0.863
41 C 0.994 -2.900 -1.208
42 C 0.180 -3.995 -1.318
43 N -1.105 -3.592 -1.116
44 C -2.341 -4.391 -0.979
45 C 0.497 -5.498 -1.436
46 C 0.923 -6.283 -0.360
47 C 1.000 -7.641 -0.484
48 C 0.637 -8.235 -1.655
49 C 0.243 -7.487 -2.750
50 C 0.240 -6.106 -2.674
51 C 2.433 -2.898 -1.496
52 C 2.852 -3.489 -2.684
53 C 4.196 -3.630 -2.970
54 C 5.175 -3.157 -2.093
55 C 4.733 -2.569 -0.903
56 C 3.385 -2.416 -0.618
57 H -3.388 -0.815 -4.207
58 H -4.487 -0.869 -2.823
59 H -4.640 0.412 -4.026
60 H -3.978 3.931 -3.292
61 H -5.275 4.892 -5.055
62 H -5.220 3.937 -7.399
63 H -3.811 1.999 -7.825
64 H -2.395 0.997 -6.007
65 H -1.090 3.372 -0.457
66 H 0.026 5.362 0.089
67 H 1.092 6.807 -1.874
68 H 0.964 5.818 -4.031
69 H -0.301 3.840 -4.588
70 H -4.597 -1.665 2.665
71 H -5.043 -0.141 2.005
72 H -4.604 -1.354 0.956
73 H -2.579 -1.967 4.838
74 H -3.527 -1.899 6.913
75 H -4.282 0.107 7.984
76 H -4.149 2.297 6.671
77 H -3.269 2.218 4.436
78 H 0.032 3.079 2.373
79 H 1.341 3.993 4.307
80 H 2.618 2.462 5.743
81 H 1.948 0.044 5.904
82 H -0.141 -0.511 4.720
83 H -3.117 -3.638 -0.933
84 H -2.437 -5.108 -1.818
85 H -2.288 -5.002 -0.077
86 H 1.043 -5.841 0.591
87 H 1.203 -8.208 0.375
88 H 0.591 -9.296 -1.750
89 H -0.125 -7.958 -3.620
90 H -0.102 -5.426 -3.465
91 H 2.208 -3.883 -3.444
92 H 4.353 -4.068 -3.969
93 H 6.247 -3.093 -2.281
94 H 5.461 -2.201 -0.213
95 H 2.980 -1.956 0.283
96 S 3.198 2.848 -2.195
97 C 4.399 1.811 -1.629
98 C 4.820 0.810 -2.606
99 N 5.016 0.048 -3.450
100 C 4.921 1.729 -0.338
101 S 4.640 3.008 0.854
102 C 5.886 0.677 -0.060
103 N 6.654 -0.148 0.161
104 O 0.473 -3.037 1.933
105 H 0.778 -3.171 2.861
106 H 1.037 -2.311 1.656
107 O -4.101 2.526 0.503
108 H -3.738 2.331 1.335
109 H -3.497 3.177 0.107
110 O 2.005 0.018 -2.441
111 H 2.251 0.868 -2.774
112 H 2.842 -0.436 -2.478
113 C 3.882 -0.547 3.555
114 N 3.495 0.705 2.894
115 C 3.490 1.905 3.747
116 C 2.888 3.091 3.026
117 C 2.825 2.916 1.540
118 N 2.222 1.746 1.176
119 C 2.605 0.659 1.872
120 O 2.090 -0.444 1.509
121 N 2.132 4.055 0.975
122 H 4.460 -0.288 4.455
123 H 4.557 -1.190 2.954
124 H 2.980 -1.087 3.813
125 H 4.458 2.028 4.179
126 H 3.359 4.038 3.318
127 H 2.774 4.851 1.116
128 H 2.106 3.928 -0.057

=====

Record 2
C57H53CaClIN2O7P3 | the ωB97M-V functional and the def2-TZVPD basis

Computed properties:
Total charge: 0
HOMO level, eV: -7.0715
Kohn-Sham gap, eV: 7.52
Energy relative to the best compared isomer or geometry (same formula, charge and spin), kJ/mol: 0.00
E, a.u.: -5299.54466

CARTESIAN COORDINATES (ANGSTROEM)
1 Ca -1.653 -0.549 -0.039
2 N -4.852 2.222 -0.938
3 P -3.171 2.441 -0.717
4 C -3.116 4.186 -0.175
5 C -3.057 5.287 -1.025
6 C -3.163 6.571 -0.516
7 C -3.361 6.767 0.844
8 C -3.432 5.677 1.697
9 C -3.292 4.394 1.189
10 C -2.562 2.505 -2.426
11 C -3.202 1.912 -3.507
12 C -2.583 1.866 -4.750
13 C -1.321 2.405 -4.921
14 C -0.667 2.986 -3.839
15 C -1.280 3.033 -2.602
16 C -5.622 1.492 -0.053
17 C -6.914 1.098 -0.426
18 C -7.681 0.414 0.487
19 C -7.160 0.129 1.746
20 C -5.872 0.538 2.008
21 N -5.108 1.214 1.143
22 H -5.260 2.385 -1.845
23 H -2.920 5.143 -2.089
24 H -3.108 7.420 -1.184
25 H -3.460 7.771 1.235
26 H -3.587 5.821 2.758
27 H -3.339 3.541 1.855
28 H -4.161 1.426 -3.385
29 H -3.088 1.388 -5.579
30 H -0.839 2.364 -5.888
31 H 0.327 3.398 -3.958
32 H -0.751 3.471 -1.764
33 H -7.285 1.323 -1.415
34 H -8.679 0.094 0.217
35 H -7.725 -0.411 2.489
36 H -5.410 0.311 2.962
37 C 6.958 -1.818 0.755
38 C 5.951 -1.079 -0.141
39 C 6.707 -0.318 -1.242
40 C 5.160 -0.090 0.695
41 C 5.828 0.904 1.401
42 C 5.149 1.857 2.138
43 C 3.767 1.827 2.160
44 C 3.050 0.848 1.480
45 P 1.210 0.913 1.474
46 C 1.041 2.660 0.963
47 C 1.769 3.046 -0.167
48 C 1.661 4.324 -0.678
49 C 0.813 5.245 -0.072
50 C 0.072 4.866 1.030
51 C 0.175 3.576 1.542
52 C 0.791 0.842 3.247
53 C 0.170 -0.337 3.651
54 C -0.196 -0.532 4.975
55 C 0.052 0.461 5.909
56 C 0.662 1.644 5.517
57 C 1.029 1.833 4.195
58 C 3.769 -0.107 0.762
59 O 3.021 -1.051 0.111
60 C 3.639 -2.041 -0.608
61 C 2.791 -3.009 -1.143
62 C 3.350 -4.031 -1.898
63 C 4.715 -4.088 -2.119
64 C 5.531 -3.126 -1.552
65 C 5.017 -2.089 -0.778
66 P 1.009 -3.012 -0.697
67 C 1.063 -4.380 0.506
68 C 1.363 -4.011 1.816
69 C 1.515 -4.972 2.802
70 C 1.352 -6.313 2.491
71 C 1.054 -6.689 1.190
72 C 0.919 -5.728 0.199
73 C 0.252 -3.672 -2.217
74 C -0.862 -4.500 -2.179
75 C -1.523 -4.845 -3.349
76 C -1.088 -4.358 -4.569
77 C 0.017 -3.518 -4.617
78 C 0.682 -3.181 -3.453
79 H 7.645 -1.119 1.229
80 H 7.554 -2.518 0.172
81 H 6.444 -2.377 1.537
82 H 7.396 0.407 -0.809
83 H 6.014 0.216 -1.891
84 H 7.289 -1.005 -1.855
85 H 6.908 0.936 1.364
86 H 5.688 2.625 2.673
87 H 3.230 2.596 2.695
88 H 2.434 2.340 -0.648
89 H 2.238 4.604 -1.549
90 H 0.727 6.248 -0.466
91 H -0.605 5.568 1.493
92 H -0.436 3.287 2.386
93 H -0.057 -1.103 2.920
94 H -0.689 -1.450 5.262
95 H -0.238 0.318 6.941
96 H 0.848 2.424 6.242
97 H 1.490 2.767 3.903
98 H 2.705 -4.792 -2.315
99 H 5.139 -4.883 -2.715
100 H 6.599 -3.185 -1.708
101 H 1.474 -2.962 2.066
102 H 1.747 -4.671 3.814
103 H 1.453 -7.064 3.262
104 H 0.929 -7.734 0.940
105 H 0.706 -6.040 -0.816
106 H -1.247 -4.855 -1.232
107 H -2.398 -5.476 -3.293
108 H -1.612 -4.621 -5.476
109 H 0.362 -3.124 -5.564
110 H 1.550 -2.533 -3.509
111 O -2.278 0.713 1.921
112 H -2.343 0.087 2.660
113 H -3.201 1.023 1.752
114 O 0.214 0.349 -1.481
115 H 0.870 -0.355 -1.360
116 H -0.119 0.255 -2.387
117 I -3.571 -2.500 2.570
118 C -1.754 -2.587 1.352
119 H -1.030 -2.893 2.113
120 H -1.939 -3.504 0.781
121 O -4.341 -1.243 -3.133
122 Cl -3.466 -1.511 -2.052
123 O -3.817 -0.672 -0.882
124 O -3.482 -2.876 -1.665
125 O -2.079 -1.098 -2.368